This record from the Open Molecules 2025 dataset describes 2 unconnected molecules or ions with the total composition C2H2FN3S. The level of theory is the ωB97M-V functional and the def2-TZVPD basis.

```
! RIJCOSX wB97M-V def2-TZVPD def2/J DEFGRID3
* xyz 0 1
N -1.583 0.117 -0.178
H 1.796 -0.889 -1.238
N 1.914 -0.234 -0.482
N -1.927 0.777 -1.110
F -0.957 -1.028 1.692
C -0.956 -0.072 0.823
C 1.627 0.098 0.592
S 1.711 0.706 2.041
H -1.625 0.526 -2.140
*
```

ΔE to the lowest compared entry with this formula, charge and spin: 92.62 kcal/mol
HOMO-LUMO gap (spin up / spin down): 8.54 / 8.54 eV
lowest unoccupied orbital energy (spin up / spin down): -0.0047 / -0.0047 hartree